# C33H56BrN3O5S3

A 6-piece molecular cluster, C33H56BrN3O5S3 overall at a distorted geometry (the ωB97M-V functional and the def2-TZVPD basis, the OMol25 dataset).

Geometry as XYZ:
```
101
Properties=species:S:1:pos:R:3:forces:R:3:mulliken_charge:R:1
C -1.380667 2.983715 -1.248690 0.516 0.540 -0.894 -0.5800
C -0.545137 2.830099 -2.685296 -1.100 -0.393 0.489 -0.6927
C -0.399887 1.232975 -3.154427 0.965 1.450 0.765 -0.1804
C 0.757231 0.534003 -2.169528 -2.249 0.398 -0.164 0.4719
N 1.631098 -0.437969 -2.931113 -1.059 -1.364 0.696 0.0734
C 2.554174 -1.231592 -2.033431 2.158 -0.534 -0.014 -0.4086
C 3.278693 -0.367391 -0.841868 -0.503 -0.604 1.082 -0.7122
C 2.429033 -0.720895 0.554197 -0.400 0.115 0.030 0.1336
C 3.108649 -0.091222 1.906621 -0.120 1.008 0.005 -0.8349
C 2.000528 0.682379 2.863668 -0.585 1.884 -0.504 0.2403
C 1.575359 2.210485 2.379486 -1.458 -3.054 4.213 -0.3151
C 0.516552 3.050271 3.310942 0.397 -3.517 1.904 -0.3858
C -0.089361 2.367849 4.691056 2.644 -0.796 -3.512 -0.2624
Br -1.359222 3.398692 5.887680 1.719 -1.456 -1.599 -0.1476
C 0.352541 0.832568 5.072388 0.454 -2.060 1.107 0.4559
N -0.095351 0.022547 6.292061 3.340 0.172 -4.970 -0.4226
S 0.737530 -1.534804 6.153719 -0.044 3.250 -2.496 0.1504
N 1.714207 -1.496039 4.677891 -3.443 6.331 1.093 -0.5343
C 1.403914 -0.082791 4.195316 -0.405 1.402 -0.483 0.4793
C 0.814034 -1.408527 -3.770250 0.226 1.847 -2.568 -0.3280
S 0.922782 -1.216824 -5.487554 -0.174 -0.585 3.905 -0.0373
S -0.254530 -2.804708 -3.124428 0.130 0.398 -0.019 -0.1098
C -1.972108 -2.231073 -2.648189 -1.384 1.475 0.553 -0.5500
C -2.115996 -1.642408 -1.125670 -0.098 0.037 0.763 0.5103
C -1.070245 -2.270548 -0.031321 -0.763 0.409 1.131 -0.9024
H -1.762092 4.114761 -1.227518 0.654 -2.603 0.219 0.3367
H -2.276372 2.228294 -1.282390 1.647 1.570 0.374 0.1687
H -0.671926 2.807572 -0.311766 -1.644 0.189 -1.979 0.0335
H -1.200692 3.390997 -3.507301 1.680 -1.092 1.726 0.3280
H 0.488243 3.349565 -2.502136 -1.868 -1.013 -0.833 0.3165
H -0.032383 1.228506 -4.270659 -0.887 -0.212 2.239 0.2345
H -1.456610 0.746234 -2.993761 2.159 0.754 -0.580 -0.0284
H 0.159660 -0.044309 -1.346239 1.151 1.172 -1.157 -0.3522
H 1.335780 1.444824 -1.692170 -0.765 -2.243 -1.039 0.0350
H 3.432395 -1.638951 -2.731279 -1.994 0.807 1.352 0.2414
H 2.073887 -2.174902 -1.533701 0.545 1.752 -0.948 0.3183
H 3.311556 0.790654 -1.044214 -0.135 -2.353 0.347 0.2351
H 4.397260 -0.728308 -0.661101 -2.422 0.678 -0.590 0.3731
H 2.343245 -1.900742 0.655352 0.232 2.501 -0.224 0.3227
H 1.314169 -0.303073 0.485201 2.485 -0.911 0.009 -0.1415
H 3.870144 0.747748 1.541271 -1.551 -1.783 0.964 0.3335
H 3.708235 -0.899708 2.512412 -1.319 1.675 -1.107 0.3786
H 2.009613 2.692907 1.399803 -0.864 -1.213 2.256 0.3212
H 0.217210 4.142483 2.966648 0.556 -2.588 1.090 0.3141
H -2.739110 -3.130165 -2.758500 2.053 1.661 0.043 0.3598
H -2.291976 -1.389827 -3.402741 0.538 -1.746 1.341 0.2771
H -3.204968 -1.886560 -0.738014 2.368 0.542 -0.954 0.0909
H -2.006286 -0.466157 -1.081909 -0.091 -2.338 -0.377 -0.2494
H -1.398770 -3.370398 0.290659 0.967 2.287 -0.969 0.3149
H -1.197797 -1.618758 0.960733 0.265 -1.354 -2.059 0.2240
H 0.062085 -2.191227 -0.318428 -2.334 -0.400 0.337 0.1442
C -7.297456 -2.849551 -0.571231 0.593 0.112 -0.243 -0.6035
C -5.988378 -3.274872 0.038291 0.988 0.264 -0.688 0.7129
C -6.040677 -4.011745 1.349879 0.570 -0.055 0.062 -1.1661
O -4.917247 -3.029634 -0.514206 -1.262 -0.398 0.629 -0.5537
H -7.105869 -2.328679 -1.515373 -0.049 -0.229 0.381 -0.1244
H -7.914937 -3.727881 -0.775338 -0.127 0.151 0.171 0.3273
H -7.818024 -2.167122 0.105382 -0.114 -0.230 -0.095 0.3718
H -6.602178 -4.941854 1.231310 -0.138 0.153 0.113 0.3340
H -6.505142 -3.381060 2.112090 -0.157 -0.164 -0.063 0.3238
H -5.022027 -4.255599 1.669886 -0.215 0.060 -0.079 0.2843
C -0.781073 -1.308636 -10.594560 -0.293 0.379 0.132 -1.0857
C 0.445005 -0.986189 -9.782858 0.085 1.394 1.045 0.8579
C 1.613682 -1.929249 -9.886857 0.307 0.232 0.316 -1.0773
O 0.490035 0.009580 -9.062350 -0.075 -1.320 -0.966 -0.5593
H -1.543494 -0.541956 -10.420402 0.197 -0.162 -0.018 0.2898
H -0.530554 -1.317546 -11.658311 -0.034 -0.220 0.055 0.3266
H -1.183833 -2.277984 -10.290169 0.096 -0.031 -0.203 0.3104
H 1.970861 -1.965773 -10.919104 -0.103 -0.200 0.032 0.3800
H 1.317644 -2.926197 -9.550836 0.022 -0.012 -0.217 0.3099
H 2.427087 -1.570920 -9.246944 -0.210 -0.059 -0.132 0.2540
C 5.537944 -0.270205 8.656649 0.486 0.173 -0.030 -1.1096
C 4.903566 0.798103 7.806717 0.759 1.161 -0.667 0.7105
C 3.417160 0.715576 7.583631 0.013 0.442 -0.281 -0.7969
O 5.574097 1.703559 7.313509 -0.966 -1.236 0.748 -0.5273
H 6.614441 -0.083037 8.731077 -0.245 -0.024 -0.032 0.2845
H 5.108889 -0.248896 9.661568 -0.087 -0.188 -0.103 0.3348
H 5.384180 -1.250144 8.197757 -0.141 0.011 0.180 0.3122
H 2.893659 0.780811 8.540781 -0.037 -0.222 -0.070 0.3990
H 3.168934 -0.220376 7.076842 -0.055 -0.023 0.202 0.1211
H 3.098143 1.551451 6.951923 0.081 -0.180 0.132 0.2597
C -8.149646 -0.349790 -3.424680 0.297 -0.208 0.339 -0.9079
C -9.438141 -0.770293 -2.769654 -0.079 -0.828 1.336 0.8563
C -10.722695 -0.359445 -3.438315 -0.310 -0.221 0.332 -1.1494
O -9.441110 -1.424406 -1.728095 -0.208 0.953 -1.410 -0.5027
H -7.304802 -0.716125 -2.831844 -0.191 0.143 -0.175 0.1554
H -8.085451 -0.779106 -4.427661 -0.033 0.226 -0.026 0.2851
H -8.096155 0.740754 -3.473231 -0.029 -0.081 -0.210 0.3390
H -10.773088 -0.789221 -4.441907 0.039 0.229 -0.030 0.3220
H -10.783883 0.730650 -3.487368 0.043 -0.074 -0.217 0.3230
H -11.571010 -0.732139 -2.854384 0.217 0.075 -0.117 0.3064
C 9.485215 5.032005 5.224285 0.130 0.096 -0.547 -1.0752
C 8.519992 3.883005 5.104947 -0.431 -0.687 -1.271 0.8299
C 7.926080 3.340805 6.377453 -0.217 -0.399 -0.481 -0.9383
O 8.227937 3.405607 4.009725 0.408 0.636 1.316 -0.5767
H 9.833174 5.318741 4.226226 -0.082 -0.071 0.211 0.2976
H 8.986164 5.890478 5.680770 0.143 -0.085 0.163 0.3083
H 10.348815 4.731148 5.822773 -0.127 0.143 0.133 0.3006
H 7.357569 4.123973 6.885280 0.149 -0.071 0.131 0.2991
H 8.720196 2.964508 7.027251 -0.052 0.196 0.113 0.3357
H 7.248081 2.514625 6.138166 0.259 0.357 0.107 0.2494
```
Positions in Å, forces in eV/Å.

Values from the calculation:
HOMO level	-0.296	Ha
gap between HOMO and LUMO	0.230	Ha
SMILES	CCCCN(CCCCc1ccc(Br)c2nsnc12)C(=S)SCCC.CC(C)=O.CC(C)=O.CC(C)=O.CC(C)=O.CC(C)=O
relative energy (zero: lowest compared OMol25 entry of this formula, charge and spin)	271.02	kcal/mol
net charge	0
calculated total energy	-5599.457831	Eh

***

# C33H56O33

A 11-piece molecular cluster, C33H56O33 overall at a distorted geometry (the ωB97M-V functional and the def2-TZVPD basis, the OMol25 dataset).

Geometry as XYZ:
```
122
Properties=species:S:1:pos:R:3:forces:R:3:mulliken_charge:R:1
C 0.108680 9.304180 -3.841944 0.623 0.022 0.866 -0.6186
O -0.981619 8.933421 -2.966674 -0.980 1.005 -1.041 -0.2982
C -0.955227 7.818005 -2.293792 -0.183 -1.895 2.795 0.7591
O -0.054940 7.016239 -2.211971 -0.295 0.297 -0.710 -0.5457
O -2.087395 7.724643 -1.472142 -0.372 0.664 -1.729 -0.3069
C -2.365770 6.533395 -0.709877 1.529 -0.538 0.109 -0.6040
H 1.011289 9.245513 -3.233707 0.198 -0.268 -0.342 0.3049
H 0.007553 10.351240 -4.127488 -0.578 -0.127 0.250 0.2368
H 0.189546 8.722013 -4.759897 -0.234 -0.365 0.343 0.2726
H -2.326557 5.589409 -1.253437 0.620 0.251 -0.605 0.2728
H -3.355062 6.436083 -0.262729 -0.109 1.385 -0.157 0.2556
H -1.596274 6.529890 0.062115 -0.222 -0.440 0.216 0.2711
C -1.445653 -11.600506 5.304616 -2.529 0.481 0.928 -0.6999
O -0.611983 -10.776722 4.527864 1.053 -0.840 -0.165 -0.2989
C -1.161020 -10.016304 3.584197 -2.179 1.229 -0.028 0.8295
O -2.364367 -9.857022 3.374106 2.429 -0.467 0.103 -0.5825
O -0.146890 -9.348586 3.019503 -0.143 -0.599 -0.128 -0.2967
C -0.351162 -8.302538 2.108949 -0.064 2.590 -0.439 -0.7254
H -1.562032 -12.664443 5.098241 0.865 0.079 -0.823 0.2800
H -2.447065 -11.184399 5.194417 -0.239 -0.191 -0.023 0.3161
H -1.278364 -11.522654 6.378883 0.869 0.308 -0.180 0.2747
H -0.027656 -7.355955 2.541869 0.709 -0.150 0.721 0.2835
H -1.340851 -7.920772 1.858191 -0.632 -1.495 -0.031 0.3350
H 0.260311 -8.342177 1.207488 -0.141 -0.938 0.064 0.2845
C -7.973136 0.625357 2.909926 0.478 0.449 -1.405 -0.6153
O -8.978816 -0.068736 2.097814 0.439 -0.172 2.314 -0.3058
C -9.120825 0.206820 0.844217 1.939 3.320 -4.158 0.8425
O -8.381738 0.937555 0.106953 -1.990 -2.432 2.774 -0.6262
O -10.248263 -0.340713 0.402172 -1.269 -0.368 -1.353 -0.3118
C -10.580116 -0.239079 -1.034482 1.266 0.189 -0.683 -0.6851
H -7.015767 0.584018 2.390484 0.026 -0.368 0.063 0.3010
H -7.884545 0.203100 3.910905 -0.520 -0.295 -0.408 0.2308
H -8.175973 1.695436 2.953287 -0.513 -0.111 0.111 0.2924
H -9.951884 -0.905645 -1.625336 0.145 -0.396 0.455 0.2875
H -10.368617 0.712182 -1.522811 0.180 0.466 0.931 0.3025
H -11.602723 -0.458153 -1.341704 -0.180 -0.284 1.351 0.2876
C -3.153504 4.631646 -7.831086 1.040 0.497 0.356 -0.6491
O -4.373670 5.155151 -7.362365 0.709 0.429 -0.956 -0.3106
C -4.998884 4.643053 -6.337822 1.553 -3.827 0.998 0.8713
O -4.738701 3.588893 -5.728597 -0.344 2.354 -1.203 -0.6217
O -5.995404 5.419443 -6.155183 -1.735 2.334 0.891 -0.2973
C -6.927868 5.096027 -5.170830 -1.180 -1.121 1.229 -0.6509
H -3.145842 4.812959 -8.905866 -0.112 -0.788 0.023 0.2290
H -2.924880 3.642013 -7.435533 -0.462 -0.213 -0.577 0.3387
H -2.346085 5.261062 -7.456908 0.036 0.199 0.205 0.2577
H -6.554205 4.882984 -4.169287 0.866 -0.143 -0.241 0.2959
H -7.418627 4.183608 -5.509561 -0.448 0.127 0.217 0.2896
H -7.630573 5.902447 -4.961075 0.081 0.141 -0.933 0.2472
C 3.629692 -4.127932 -6.654016 1.825 -0.402 -0.338 -0.6945
O 3.773604 -3.897428 -5.233061 -0.546 0.031 1.431 -0.2833
C 4.296858 -4.843884 -4.385750 1.553 -0.051 -0.366 0.7237
O 4.746260 -5.893494 -4.776389 -0.588 0.519 0.797 -0.5338
O 4.406378 -4.344384 -3.087094 -1.898 1.627 -2.298 -0.2652
C 5.127179 -4.911743 -2.038769 1.181 -3.027 -0.469 -0.7167
H 2.690666 -4.533328 -7.030869 -0.094 -0.033 0.773 0.2819
H 4.469621 -4.725726 -7.007919 -0.248 -0.761 0.295 0.3148
H 3.878904 -3.221186 -7.205195 -0.603 0.603 0.682 0.2835
H 4.683606 -4.930680 -1.043283 -0.522 1.170 -0.328 0.2895
H 6.177667 -4.621356 -2.024033 -0.189 0.667 0.058 0.2981
H 5.189648 -5.984679 -2.220467 0.119 -0.336 -0.224 0.3018
C 8.260429 0.864300 3.054406 0.382 -1.249 0.526 -0.6164
O 9.217196 1.376577 2.145320 0.847 0.302 -0.669 -0.2830
C 10.209495 0.605863 1.613359 -0.929 0.551 -1.632 0.7026
O 10.485706 -0.531689 1.849369 0.045 0.050 0.588 -0.5199
O 10.712564 1.347634 0.584810 0.251 0.585 0.731 -0.2917
C 11.696698 0.851347 -0.340649 -0.134 -0.642 0.120 -0.6190
H 7.413905 1.544185 3.150677 0.398 0.200 -0.263 0.2263
H 8.725058 0.694287 4.025649 -0.043 0.210 0.126 0.2809
H 7.893544 -0.112619 2.739551 -0.035 0.010 -0.246 0.3053
H 12.129351 1.663072 -0.925461 -0.641 0.385 0.243 0.2368
H 11.184742 0.165394 -1.015540 0.235 -0.118 -0.001 0.2842
H 12.570117 0.377098 0.106926 -0.380 -0.281 0.474 0.2939
O -2.367073 -4.859777 -5.058434 -2.462 0.963 0.429 -0.5615
C -3.397177 -4.212856 -4.942529 3.865 -0.567 0.131 0.6908
O -3.729031 -3.534470 -3.820113 1.408 -0.317 1.282 -0.3077
C -4.963307 -2.909804 -3.925225 -1.093 -0.045 -1.272 -0.2509
C -5.202419 -3.056625 -5.426389 -1.179 1.496 -0.423 -0.3431
O -4.196342 -3.882584 -5.933853 -0.706 -1.626 -0.304 -0.3145
H -5.690842 -3.446456 -3.316303 -0.044 -0.004 -0.035 0.2774
H -5.056629 -1.841825 -3.728210 0.878 -0.064 0.696 0.2635
H -4.981199 -2.149167 -5.988251 -0.881 0.456 0.338 0.2709
H -6.230024 -3.401031 -5.542658 0.223 -0.270 -0.838 0.2751
O -0.468982 -0.792276 2.262558 1.739 1.319 -1.405 -0.5606
C 0.047409 -0.270007 1.293991 0.803 -1.364 1.164 0.7219
O -0.611183 0.070368 0.224912 -2.391 -0.410 -0.974 -0.3244
C 0.199198 0.407052 -0.839682 1.616 2.331 -1.547 -0.2942
C 1.587798 0.687589 -0.194315 -1.757 -0.535 -0.277 -0.2006
O 1.382665 -0.020986 1.021478 0.402 -0.454 2.143 -0.3601
H 0.312656 -0.266803 -1.688884 -0.622 -0.747 0.516 0.2635
H -0.197076 1.341048 -1.238061 -0.052 -0.073 -0.214 0.2559
H 1.708404 1.759054 -0.034517 0.302 -0.110 0.289 0.2173
H 2.411231 0.256887 -0.764004 -0.029 0.048 0.297 0.2816
O -0.604497 -6.968470 10.827968 0.625 2.280 -0.074 -0.5179
C -0.685259 -5.809069 10.488718 -0.707 -2.106 2.357 0.6469
O -0.985521 -5.449829 9.251899 0.258 0.090 -0.298 -0.2797
C -1.583629 -4.199544 9.356691 0.589 3.008 -1.023 -0.3377
C -0.922761 -3.559873 10.612209 -0.268 0.070 -1.465 -0.2952
O -0.680860 -4.691088 11.356443 -0.157 -3.411 0.771 -0.3258
H -1.298208 -3.555255 8.525107 -0.034 -0.346 -0.411 0.2648
H -2.669195 -4.285925 9.310205 -0.034 -0.030 0.668 0.2888
H -1.553797 -2.790962 11.057929 -0.023 -0.393 0.434 0.2937
H 0.094030 -3.187805 10.486450 -0.247 0.832 -0.959 0.2621
O 1.290556 5.479640 10.529796 -1.109 -1.599 -2.116 -0.5374
C 0.995671 4.870512 9.516316 1.198 -0.324 2.186 0.6872
O 0.539510 3.565751 9.421489 0.016 0.947 1.738 -0.3315
C 0.102009 3.315878 8.112284 0.233 -0.526 -0.208 -0.2473
C 0.842894 4.362587 7.316105 -0.362 -0.081 -0.980 -0.2722
O 1.233179 5.293815 8.290099 0.131 1.632 -0.528 -0.3198
H 0.407931 2.304189 7.845828 -0.304 0.019 -0.017 0.2527
H -0.978494 3.450070 8.061377 -0.030 -0.171 -0.076 0.2539
H 0.156672 4.825701 6.607073 0.271 0.209 -0.084 0.2480
H 1.731978 4.012272 6.791790 -0.044 -0.114 0.075 0.2666
O 6.828087 1.848770 -4.482373 1.120 1.629 -0.028 -0.5491
C 6.817402 3.041732 -4.683375 -2.254 -2.650 -0.056 0.6947
O 7.762090 3.833416 -5.129175 1.753 1.238 0.439 -0.3188
C 7.293383 5.197918 -5.187481 -1.378 0.009 -1.432 -0.2543
C 5.770618 4.989418 -5.227303 0.072 0.182 1.059 -0.2755
O 5.644042 3.704678 -4.607578 -0.544 0.569 -0.287 -0.3272
H 7.483833 5.899657 -4.375457 0.937 -0.764 0.339 0.2623
H 7.634819 5.606568 -6.138541 0.271 0.039 0.259 0.2762
H 5.316043 5.043174 -6.216527 0.069 -0.398 -0.012 0.2358
H 5.263670 5.681730 -4.555149 -0.050 0.144 -0.271 0.2559
```
Positions in Å, forces in eV/Å.

Values from the calculation:
HOMO level	-0.391	Ha
gap between HOMO and LUMO	0.390	Ha
SMILES	COC(=O)OC.COC(=O)OC.COC(=O)OC.COC(=O)OC.COC(=O)OC.COC(=O)OC.O=C1OCCO1.O=C1OCCO1.O=C1OCCO1.O=C1OCCO1.O=C1OCCO1
relative energy (zero: lowest compared OMol25 entry of this formula, charge and spin)	158.62	kcal/mol
net charge	0
calculated total energy	-3773.794598	Eh

***

What is the formula in the second record?
C33H56O33

***

Which of these has the highest calculated total energy?
C33H56O33

***

Which value of net charge does entry 1 give?
0

***

The highest HOMO level belongs to which entry?
C33H56BrN3O5S3